[1]
{"formula": "C33H53CoN2O2P2S", "method": "ωB97M-V with the def2-TZVPD basis set", "symbols": ["C", "C", "C", "C", "C", "H", "H", "H", "N", "P", "P", "C", "H", "H", "C", "O", "C", "H", "C", "C", "C", "C", "C", "H", "H", "H", "C", "H", "H", "H", "C", "H", "H", "H", "C", "H", "H", "H", "C", "H", "H", "H", "C", "H", "H", "H", "C", "H", "H", "H", "C", "H", "H", "H", "C", "H", "H", "H", "C", "H", "H", "H", "C", "H", "H", "H", "C", "H", "H", "H", "Co", "N", "C", "C", "C", "C", "C", "H", "C", "H", "C", "H", "H", "H", "C", "S", "C", "O", "H", "H", "H", "H", "H", "H"], "coordinates": [[2.537, 1.067, 0.762], [0.592, 2.350, 0.546], [3.228, 2.159, 1.293], [1.191, 3.459, 1.185], [2.536, 3.357, 1.545], [4.293, 2.043, 1.480], [0.677, 4.425, 1.166], [3.066, 4.214, 1.966], [1.182, 1.106, 0.723], [1.974, -1.621, 0.639], [-1.982, 1.652, -0.640], [3.203, -0.216, 0.264], [3.435, -0.228, -0.834], [4.180, -0.356, 0.770], [-1.106, -1.538, -0.256], [-2.000, -2.192, -0.635], [-0.413, 2.614, -0.520], [-0.733, 3.629, -0.338], [-2.790, 2.638, -2.181], [-3.414, 1.268, 0.800], [2.409, -2.938, -0.590], [2.458, -2.077, 2.426], [-2.859, 1.560, -3.284], [-3.280, 0.587, -2.911], [-3.503, 1.950, -4.113], [-1.828, 1.373, -3.657], [-4.161, 3.220, -1.826], [-4.901, 2.472, -1.494], [-4.029, 4.008, -1.064], [-4.547, 3.711, -2.739], [-1.951, 3.852, -2.665], [-2.531, 4.353, -3.476], [-1.813, 4.570, -1.836], [-0.949, 3.595, -3.077], [-4.427, 0.281, 0.171], [-3.963, -0.671, -0.115], [-5.210, 0.035, 0.906], [-4.937, 0.670, -0.725], [-2.686, 0.643, 2.028], [-2.159, -0.297, 1.767], [-1.964, 1.360, 2.491], [-3.435, 0.365, 2.800], [-4.071, 2.567, 1.278], [-4.698, 3.059, 0.519], [-4.739, 2.311, 2.121], [-3.326, 3.296, 1.653], [2.165, -3.563, 2.722], [2.373, -3.761, 3.788], [1.111, -3.827, 2.539], [2.830, -4.229, 2.151], [1.600, -1.190, 3.357], [1.589, -0.140, 3.021], [0.558, -1.560, 3.411], [2.038, -1.209, 4.374], [3.961, -1.832, 2.714], [4.193, -2.281, 3.699], [4.601, -2.322, 1.962], [4.195, -0.756, 2.774], [2.123, -2.403, -2.008], [2.755, -1.545, -2.265], [2.319, -3.202, -2.738], [1.080, -2.078, -2.124], [1.486, -4.136, -0.338], [0.427, -3.855, -0.368], [1.662, -4.899, -1.104], [1.657, -4.605, 0.630], [3.885, -3.324, -0.470], [4.542, -2.452, -0.579], [4.124, -3.828, 0.474], [4.134, -4.022, -1.283], [0.228, -0.461, 0.039], [0.167, 0.251, -1.694], [0.166, 1.500, -1.929], [0.933, 2.116, -3.081], [0.917, 1.333, -4.231], [1.670, 3.322, -3.042], [1.720, 1.669, -5.324], [0.262, 0.456, -4.262], [2.462, 3.664, -4.148], [1.617, 3.989, -2.176], [2.516, 2.826, -5.281], [1.693, 1.025, -6.206], [3.036, 4.592, -4.168], [3.132, 3.086, -6.159], [-3.192, -4.593, 2.959], [-2.267, -3.076, 2.594], [-2.019, -2.625, 4.332], [-0.925, -3.526, 2.078], [-3.857, -4.398, 3.810], [-2.481, -5.401, 3.175], [-3.788, -4.813, 2.066], [-2.929, -2.897, 4.874], [-1.151, -3.162, 4.724], [-1.874, -1.543, 4.391]], "lowdin_spin": [0.0109, 0.0160, 0.0031, 0.0057, 0.0142, -0.0001, -0.0004, 0.0007, 0.0290, 0.0426, 0.4045, 0.0097, 0.0001, 0.0013, 0.0185, -0.0139, 0.0488, 0.0060, 0.0419, 0.0502, 0.0077, 0.0066, 0.0102, 0.0031, 0.0000, -0.0003, 0.0112, 0.0004, 0.0005, 0.0031, 0.0059, 0.0017, 0.0002, 0.0001, 0.0033, 0.0013, -0.0005, 0.0001, 0.0078, 0.0070, -0.0001, 0.0013, 0.0224, 0.0003, 0.0060, 0.0015, 0.0004, 0.0001, 0.0001, 0.0000, 0.0035, 0.0007, 0.0009, 0.0001, 0.0023, 0.0004, 0.0001, 0.0001, -0.0002, -0.0001, -0.0001, -0.0004, -0.0002, -0.0003, -0.0001, 0.0000, 0.0041, 0.0003, 0.0001, 0.0010, 1.8812, 0.2610, 0.0373, 0.0010, 0.0050, 0.0028, -0.0002, 0.0004, 0.0010, 0.0003, 0.0039, -0.0001, 0.0000, 0.0002, 0.0000, 0.0016, 0.0000, 0.0028, 0.0000, 0.0000, 0.0000, 0.0000, 0.0000, 0.0000], "total_charge": 1, "multiplicity": 4, "s2": 3.804, "e_homo_ev": [-9.507, -10.423]}

[2]
{"formula": "C33H53IO7", "method": "ωB97M-V with the def2-TZVPD basis set", "symbols": ["O", "C", "C", "C", "C", "C", "O", "C", "C", "C", "O", "C", "C", "C", "C", "C", "I", "C", "C", "C", "C", "H", "H", "H", "H", "H", "H", "H", "H", "H", "H", "H", "H", "H", "C", "C", "O", "C", "C", "H", "H", "H", "H", "H", "H", "H", "H", "H", "H", "C", "C", "O", "C", "C", "H", "H", "H", "H", "H", "H", "H", "H", "H", "H", "C", "C", "O", "C", "C", "H", "H", "H", "H", "H", "H", "H", "H", "H", "H", "C", "C", "O", "C", "C", "H", "H", "H", "H", "H", "H", "H", "H", "H", "H"], "coordinates": [[0.585, -0.015, -0.304], [0.368, 0.969, -0.985], [1.441, 1.840, -1.505], [2.707, 1.339, -1.804], [3.671, 2.168, -2.339], [3.383, 3.523, -2.545], [4.374, 4.283, -3.073], [2.137, 4.039, -2.213], [1.162, 3.189, -1.709], [-0.182, 3.713, -1.331], [-0.315, 4.833, -0.883], [-1.310, 2.754, -1.495], [-2.601, 3.169, -1.826], [-2.991, 4.616, -1.962], [-3.070, 5.391, -0.635], [-2.297, 6.712, -0.613], [-3.557, 8.430, -0.450], [-3.559, 2.183, -2.048], [-3.274, 0.833, -1.898], [-2.001, 0.432, -1.520], [-1.019, 1.394, -1.341], [2.899, 0.290, -1.627], [4.647, 1.787, -2.597], [4.080, 5.198, -3.134], [1.917, 5.092, -2.334], [-2.317, 5.105, -2.666], [-3.975, 4.629, -2.427], [-2.711, 4.773, 0.186], [-4.118, 5.594, -0.430], [-1.720, 6.860, -1.518], [-1.611, 6.766, 0.224], [-4.558, 2.489, -2.328], [-4.040, 0.090, -2.068], [-1.767, -0.614, -1.382], [2.088, 0.639, 2.792], [1.123, 1.430, 3.657], [1.663, 2.622, 4.208], [2.116, 3.574, 3.255], [1.051, 4.029, 2.270], [2.976, 0.361, 3.362], [1.604, -0.269, 2.429], [2.411, 1.202, 1.916], [0.819, 0.825, 4.512], [0.213, 1.660, 3.095], [2.986, 3.184, 2.714], [2.468, 4.420, 3.845], [0.689, 3.206, 1.652], [1.455, 4.786, 1.596], [0.196, 4.458, 2.796], [-3.481, -0.297, 5.279], [-3.436, -1.338, 4.173], [-4.047, -0.928, 2.963], [-3.496, 0.225, 2.353], [-2.028, 0.097, 1.990], [-4.510, -0.002, 5.485], [-3.048, -0.708, 6.191], [-2.916, 0.600, 5.023], [-3.995, -2.223, 4.478], [-2.403, -1.659, 3.996], [-3.658, 1.109, 2.981], [-4.087, 0.370, 1.447], [-1.396, -0.036, 2.869], [-1.690, 0.997, 1.472], [-1.867, -0.756, 1.330], [3.794, -4.750, -2.753], [3.545, -3.290, -2.422], [3.261, -2.476, -3.546], [2.111, -2.831, -4.291], [0.823, -2.826, -3.484], [4.619, -4.844, -3.461], [4.042, -5.303, -1.847], [2.916, -5.226, -3.192], [4.442, -2.858, -1.976], [2.747, -3.198, -1.676], [2.250, -3.802, -4.781], [2.053, -2.083, -5.082], [0.830, -3.577, -2.693], [-0.023, -3.043, -4.138], [0.664, -1.849, -3.023], [-0.929, -7.361, -0.450], [0.497, -7.451, 0.065], [1.296, -6.321, -0.236], [0.845, -5.085, 0.289], [0.753, -5.046, 1.804], [-0.936, -7.199, -1.528], [-1.459, -8.289, -0.235], [-1.485, -6.548, 0.019], [1.009, -8.285, -0.415], [0.502, -7.653, 1.143], [-0.114, -4.803, -0.162], [1.578, -4.351, -0.049], [0.018, -5.753, 2.190], [0.455, -4.049, 2.130], [1.719, -5.284, 2.251]], "mulliken_charge": [-0.7021, 0.1087, -0.1188, -0.6898, -0.9168, 0.8977, -0.5641, -0.4281, 0.3186, 0.3584, -0.5223, 0.5952, 0.9450, -1.0149, -0.4413, -1.0993, -0.0154, -0.9560, -1.1404, -0.6031, -0.0704, 0.7127, 0.4740, 0.2979, 0.4178, 0.4044, 0.5397, 0.1644, 0.6897, 0.4555, 0.3624, 0.3719, 0.4352, 0.6323, -0.7126, -0.1150, -0.4787, -0.6048, -0.2735, 0.3586, 0.2603, 0.0397, 0.3593, 0.0831, 0.3131, 0.4081, -0.2980, 0.4102, 0.2784, -1.0488, -0.1823, -0.4592, -0.6870, -0.0632, 0.3005, 0.3994, 0.2279, 0.3897, 0.1802, 0.3300, 0.2915, 0.2038, -0.0360, 0.1842, -1.2242, 0.1343, -0.4569, -0.4850, -0.3945, 0.3388, 0.4133, 0.2392, 0.4195, -0.0809, 0.3153, 0.3827, -0.0229, 0.4564, 0.0197, -1.0591, -0.3192, -0.4126, 0.2352, -1.2432, 0.2814, 0.4012, 0.2647, 0.3471, 0.3115, 0.2634, -0.0768, 0.3114, 0.3345, 0.3478], "total_charge": 0, "smiles": "O=C1c2ccc(O)cc2C(=O)c2c(CCCI)cccc21.CCOCC.CCOCC.CCOCC.CCOCC", "e_homo_ev": -9.252}

Number 1: E -4012.51072 Eh. Number 2: E -2113.55245 Eh.